Record 1
Here is C9H17PS in the gas phase in a non-equilibrium geometry from OMol25. Energies are from the ωB97M-V functional and the def2-TZVPD basis.

XYZ file:
```
28
Properties=species:S:1:pos:R:3:forces:R:3
C -0.566 0.989 2.273 1.56 2.18 0.14
C -0.022 1.555 0.938 -0.31 1.78 -0.10
C 1.523 1.481 0.743 -1.41 -2.38 -0.85
C 1.749 1.583 -0.759 0.18 0.28 -0.03
C 0.846 0.498 -1.430 1.20 0.41 1.05
C 1.225 -0.934 -1.120 0.90 -1.77 -0.77
C -0.089 -1.774 -1.233 0.89 1.65 1.68
C -1.158 -1.120 -0.263 -0.62 -0.34 -3.99
C -2.625 -1.418 -0.844 0.70 -0.93 0.57
P -0.738 0.696 -0.547 -1.68 1.59 -0.72
S -2.168 1.762 -1.553 1.39 -0.92 1.08
H -1.333 0.234 2.116 0.34 -0.17 0.60
H -0.942 1.885 2.805 -0.42 -0.86 -0.04
H 0.385 0.780 2.826 -1.23 -0.96 -0.02
H -0.285 2.699 0.877 0.14 -2.23 -0.30
H 1.779 0.361 0.936 0.30 2.32 0.77
H 2.056 2.277 1.250 0.20 -0.43 0.58
H 1.313 2.530 -1.114 0.63 0.07 0.01
H 2.870 1.561 -0.881 -1.20 -0.21 -0.74
H 0.801 0.653 -2.497 -0.40 0.06 -0.23
H 1.689 -1.076 -0.065 -0.53 0.09 -2.03
H 1.905 -1.277 -1.993 -0.49 0.29 1.89
H -0.330 -1.827 -2.277 -0.77 0.12 -0.41
H 0.055 -2.742 -0.847 0.35 -1.47 0.10
H -1.081 -1.604 0.690 0.28 0.38 0.72
H -2.862 -0.797 -1.743 0.01 -0.10 1.29
H -3.193 -1.253 0.095 -0.76 0.09 -1.27
H -2.800 -2.501 -1.216 0.72 1.45 1.01
```
Forces are in eV/Å.

Values from the calculation:
Highest occupied orbital energy = -8.07 eV
Energy relative to the best compared isomer or geometry (same formula, charge and spin) = 0.000 eV
Frontier orbital gap = 8.9300 eV
Structure (SMILES) = C[C@H]1CC[C@H]2CC[C@H](C)[P@]21=S
Net charge = 0

Atomic partial charges in e from the natural (NBO) method, atoms 1 to 2: number 1, C, carries -0.63; number 2, C, carries -0.55



Record 2
Here is a molecular structure, C4H7NO2 from OMol25. Energies are from the ωB97M-V functional and the def2-TZVPD basis.

XYZ file:
```
14
Properties=species:S:1:pos:R:3:forces:R:3
C -0.964 1.399 0.052 -0.05 0.05 -0.05
C -0.658 -0.097 -0.127 0.39 0.30 0.40
C -0.346 -0.831 1.282 -0.27 -0.11 0.15
O -1.310 -0.756 -1.020 -0.22 -0.14 -0.18
C 0.871 -0.392 -0.258 0.22 -0.22 -0.14
O 1.091 -0.969 0.889 0.08 0.19 -0.23
N 1.730 -0.419 -1.247 -0.12 -0.04 0.05
H -2.002 1.506 0.382 0.13 -0.06 -0.03
H -0.305 1.901 0.774 -0.09 -0.12 -0.09
H -0.872 1.895 -0.920 -0.02 -0.07 0.13
H -0.782 -1.829 1.321 0.03 0.15 -0.02
H -0.402 -0.298 2.234 -0.02 -0.03 -0.17
H 2.560 -0.997 -1.214 -0.12 0.08 0.03
H 1.390 -0.111 -2.149 0.05 -0.01 0.14
```
Forces are in eV/Å.

Values from the calculation:
Highest occupied orbital energy = -7.89 eV
Energy relative to the best compared isomer or geometry (same formula, charge and spin) = 3.142 eV
Frontier orbital gap = 8.4291 eV
Net charge = 0

Atomic partial charges in e from the natural (NBO) method, atoms 1 to 2: number 1, C, carries -0.66; number 2, C, carries 0.26



Record 3
Here is a molecular structure, C7H7N in a non-equilibrium geometry from OMol25. Energies are from the ωB97M-V functional and the def2-TZVPD basis.

XYZ file:
```
15
Properties=species:S:1:pos:R:3:forces:R:3
C 0.211 -0.355 -0.876 -0.86 0.34 -1.35
C 1.134 0.766 -1.289 0.08 0.01 0.05
C -1.172 -0.066 -0.347 0.44 -0.54 0.44
C -1.673 -0.032 -1.500 1.04 -0.02 0.76
H 0.588 -0.629 0.527 -0.70 0.02 0.94
H 0.404 -1.331 -1.312 -0.04 0.00 0.09
H 1.128 0.933 -2.368 0.04 0.00 0.05
H 2.159 0.511 -0.997 -0.11 0.03 -0.05
H 0.870 1.699 -0.789 -0.02 -0.08 -0.01
H -2.231 0.057 -2.405 0.01 -0.01 -0.09
C -1.376 -0.038 1.179 -1.65 0.78 0.06
C 0.219 -0.556 1.735 1.26 -0.06 -0.16
C 0.823 -0.616 2.795 -0.35 -0.07 -0.33
N -2.287 0.300 1.860 0.76 -0.38 -0.53
H 1.202 -0.643 3.786 0.09 -0.02 0.11
```
Forces are in eV/Å.

Values from the calculation:
Highest occupied orbital energy (alpha / beta) = -8.26 / -8.27 eV
Energy relative to the best compared isomer or geometry (same formula, charge and spin) = 8.259 eV
Frontier orbital gap (alpha / beta) = 7.7754 / 7.7785 eV
Net charge = 0

Atomic partial charges in e from the natural (NBO) method, atoms 1 to 2: number 1, C, carries -0.29; number 2, C, carries -0.64